{"formula": "C57H47N4O2P3Ti", "method": "the ωB97M-V functional and the def2-TZVPD basis", "e_homo_ev": -12.9366, "e_tot_ev": -120899.504, "max_force_ev_per_a": 1.63, "gap_ev": 6.7, "charge": 2, "de_lowest_kj_mol": 258.3, "species": ["Ti", "C", "P", "C", "C", "C", "C", "C", "C", "C", "C", "C", "C", "C", "C", "C", "C", "C", "C", "C", "P", "C", "C", "C", "C", "C", "C", "C", "C", "C", "C", "C", "C", "N", "H", "H", "H", "H", "H", "H", "H", "H", "H", "H", "H", "H", "H", "H", "H", "H", "H", "H", "H", "H", "H", "H", "H", "H", "H", "H", "O", "C", "O", "C", "C", "C", "C", "C", "C", "C", "C", "C", "N", "H", "H", "H", "H", "H", "H", "N", "P", "C", "C", "C", "C", "C", "C", "C", "C", "C", "C", "C", "C", "C", "C", "C", "C", "C", "N", "H", "H", "H", "H", "H", "H", "H", "H", "H", "H", "H", "H", "H", "H", "H"], "xyz": [[0.102, 0.030, -0.223], [1.696, 2.560, 1.332], [-0.078, 2.357, 0.972], [-0.945, 2.574, 2.546], [-2.316, 2.838, 2.538], [-2.999, 3.014, 3.730], [-2.320, 2.913, 4.940], [-0.962, 2.635, 4.953], [-0.271, 2.465, 3.759], [-0.526, 3.781, -0.059], [0.350, 4.852, -0.213], [0.006, 5.924, -1.027], [-1.210, 5.937, -1.693], [-2.096, 4.879, -1.534], [-1.753, 3.808, -0.725], [2.226, 1.205, 1.640], [3.310, 0.804, 2.359], [3.407, -0.618, 2.226], [2.392, -1.022, 1.416], [1.978, -2.376, 0.935], [0.158, -2.281, 0.973], [-0.575, -3.473, -0.131], [0.100, -4.225, -1.003], [-1.818, -3.874, -2.644], [-2.939, -4.548, -1.888], [-2.995, -4.067, -0.657], [-1.966, -2.974, -0.500], [-0.264, -2.703, 2.677], [-0.952, -3.879, 2.960], [-1.235, -4.208, 4.281], [-0.829, -3.371, 5.310], [-0.138, -2.198, 5.028], [0.142, -1.857, 3.714], [1.610, 0.092, 1.056], [1.888, 3.272, 2.131], [2.143, 2.951, 0.416], [-2.854, 2.929, 1.603], [-4.059, 3.235, 3.717], [-2.850, 3.063, 5.873], [-0.431, 2.559, 5.895], [0.788, 2.234, 3.787], [1.300, 4.876, 0.305], [0.694, 6.753, -1.136], [-1.472, 6.773, -2.330], [-3.053, 4.888, -2.042], [-2.460, 2.996, -0.608], [3.969, 1.443, 2.928], [4.147, -1.259, 2.684], [2.349, -3.167, 1.581], [2.299, -2.577, -0.090], [1.138, -4.492, -0.824], [-1.996, -3.814, -3.713], [-3.523, -5.363, -2.301], [-3.649, -4.386, 0.145], [-2.296, -2.208, 0.190], [-1.260, -4.538, 2.157], [-1.765, -5.126, 4.505], [-1.046, -3.636, 6.338], [0.186, -1.550, 5.835], [0.686, -0.943, 3.497], [-1.773, 1.040, -3.366], [-1.527, 0.920, -2.206], [-0.344, 1.137, -1.614], [-2.553, 0.515, -1.177], [-3.916, 0.509, -1.468], [-4.784, 0.174, -0.465], [-4.296, -0.135, 0.824], [-5.148, -0.486, 1.900], [-4.625, -0.781, 3.125], [-3.228, -0.714, 3.339], [-2.387, -0.368, 2.323], [-2.903, -0.094, 1.044], [-2.047, 0.206, 0.012], [-4.235, 0.771, -2.468], [-5.854, 0.154, -0.643], [-6.218, -0.520, 1.729], [-5.280, -1.060, 3.942], [-2.823, -0.928, 4.321], [-1.326, -0.271, 2.492], [1.288, -0.774, -3.209], [2.086, 0.077, -1.960], [2.264, 1.782, -2.544], [3.256, 2.556, -1.936], [3.429, 3.880, -2.312], [2.622, 4.427, -3.304], [1.640, 3.654, -3.912], [1.450, 2.333, -3.527], [3.792, -0.534, -2.161], [4.487, -1.216, -1.168], [5.769, -1.698, -1.415], [6.356, -1.506, -2.655], [5.672, -0.813, -3.649], [4.402, -0.320, -3.403], [0.347, -1.765, -2.984], [0.625, -2.937, -3.849], [0.416, -4.204, -3.506], [-0.477, -4.613, -2.365], [-1.743, -2.492, -1.948], [-0.536, -1.627, -2.047], [1.858, -0.940, -4.026], [3.907, 2.118, -1.186], [4.203, 4.479, -1.846], [2.767, 5.456, -3.611], [1.016, 4.081, -4.687], [0.664, 1.742, -3.983], [4.059, -1.335, -0.188], [6.309, -2.219, -0.633], [7.354, -1.882, -2.847], [6.138, -0.643, -4.612], [3.898, 0.254, -4.175], [1.203, -2.729, -4.742], [0.804, -4.981, -4.156], [-0.633, -5.692, -2.399], [-2.587, -1.894, -2.292]]}